Record 1
Computed, not measured: C4H11BiClI2O2P as an isolated structure, with the ωB97M-V functional and the def2-TZVPD basis.

* LUMO level: -10.8 eV
* relative energy (zero: lowest compared OMol25 entry of this formula, charge and spin): 1.1 kcal/mol
* net charge: +2
* max |F|: 0.1002 hartree/bohr
* HOMO-LUMO gap: 4.376 eV
* E_HOMO: -15.2 eV
* spin multiplicity: 1

Each line ends with the Mulliken charge.
Cartesian coordinates (Å):
1 I -1.670865 1.533448 4.483820  0.066
2 I -0.229309 3.667759 3.197305  0.050
3 Bi 1.043114 -0.107398 0.942565  1.103
4 P -0.774488 -0.381212 -0.780472  0.394
5 C -0.801902 0.835018 -2.123358  -1.024
6 C -0.760782 -2.079138 -1.375076  -0.993
7 H -2.000995 -0.815465 1.249489  0.451
8 H -2.972020 -0.324902 -0.201857  0.422
9 H -2.073468 0.921920 0.781973  0.383
10 C -2.097430 -0.111221 0.412571  -1.080
11 H -0.661754 -2.775078 -0.528363  0.376
12 H -1.742237 -2.140924 -1.851999  0.413
13 H -1.766933 0.588311 -2.578707  0.404
14 H 0.054119 0.639470 -2.792011  0.406
15 H 0.059279 -2.204605 -2.099275  0.395
16 H -0.776190 1.847553 -1.686844  0.386
17 C 2.091237 1.550777 -0.711053  0.144
18 O 2.554210 2.409265 -1.314561  -0.053
19 Cl 0.562369 -2.298039 2.261618  -0.337
20 O 4.067978 0.061748 1.302449  -0.653
21 H 3.770844 0.102389 2.247262  0.372
22 H 4.125223 -0.919677 1.164523  0.374

Forces on atoms 1 to 2 (eV/Å):
0.946 1.248 -0.899
-0.821 -1.550 0.590

=====

Record 2
Computed, not measured: C35H36F4N9ORu as an isolated structure, with the ωB97M-V functional and the def2-TZVPD basis.

* LUMO level (spin up / spin down): -0.6 / -2.4 eV
* relative energy (zero: lowest compared OMol25 entry of this formula, charge and spin): 0.0 kcal/mol
* net charge: 0
* max |F|: 0.0076 hartree/bohr
* HOMO-LUMO gap (spin up / spin down): 7.007 / 5.820 eV
* E_HOMO (spin up / spin down): -7.6 / -8.3 eV
* spin multiplicity: 6

Each line ends with the Mulliken spin population.
Cartesian coordinates (Å):
1 Ru -0.166099 -0.897638 0.207957  2.377
2 N 0.410395 -0.077574 2.505349  0.133
3 C 1.773516 0.083581 3.020151  -0.023
4 C 2.328327 1.451349 2.648889  0.006
5 C 2.183030 1.822778 1.170720  -0.003
6 C 2.773333 0.790530 0.205255  -0.004
7 N 1.728705 0.086055 -0.583728  0.010
8 H -0.138153 0.759489 2.676413  -0.005
9 H -0.076594 -0.846042 2.953617  -0.018
10 H 2.388376 -0.709206 2.589418  0.004
11 H 1.818880 -0.037817 4.106491  0.003
12 H 3.384163 1.480118 2.930559  0.000
13 H 1.831062 2.216807 3.251951  0.000
14 H 2.672324 2.784920 1.014761  -0.001
15 H 1.131719 1.982352 0.923094  0.004
16 H 3.347861 0.042210 0.746485  -0.004
17 H 3.462349 1.274717 -0.490373  0.003
18 H 2.175567 -0.559831 -1.226782  -0.006
19 H 1.274669 0.787669 -1.163391  0.005
20 F -3.070220 4.963179 -3.254900  -0.003
21 C -3.497411 3.709171 -3.419431  -0.028
22 C -4.390219 3.466151 -4.425987  0.083
23 F -4.775507 4.498706 -5.170575  0.008
24 C -4.902343 2.175842 -4.711982  -0.060
25 C -4.432286 1.169788 -3.834322  0.090
26 C -3.551246 1.424056 -2.823340  -0.029
27 F -3.195583 0.389468 -2.041372  0.000
28 C -3.000407 2.697362 -2.571517  0.093
29 C -2.009402 2.936463 -1.571196  0.133
30 C -1.430230 1.895673 -0.846837  -0.008
31 N -0.944465 1.020557 -0.266711  -0.012
32 C -1.407707 4.199524 -1.305615  -0.009
33 N -0.840017 5.166966 -1.040783  0.043
34 F -4.848328 -0.088240 -3.983886  0.008
35 C -5.793232 1.915661 -5.778915  0.390
36 C -6.297229 0.618680 -6.069681  -0.040
37 N -6.746578 -0.411443 -6.323687  0.167
38 C -6.247709 2.916227 -6.680390  -0.040
39 N -6.647405 3.672106 -7.452479  0.169
40 C -2.584089 -4.217653 0.479941  0.026
41 C -1.506038 -4.714767 1.445507  0.032
42 C -1.320502 -3.877542 2.711865  0.004
43 C -0.194187 -4.993629 0.741172  0.111
44 C 0.117705 -6.332501 0.557347  -0.112
45 C 1.297806 -6.752355 -0.029041  0.167
46 C 2.215982 -5.798021 -0.432502  -0.100
47 C 1.970713 -4.444411 -0.294709  0.063
48 C 3.053558 -3.513234 -0.796811  0.046
49 C 2.644254 -2.872406 -2.124407  0.007
50 C 3.515895 -2.513254 0.260154  0.031
51 C 0.727709 -3.988873 0.275435  0.069
52 N 0.476085 -2.663779 0.368461  1.037
53 H -3.529222 -4.082110 1.010334  -0.001
54 H -2.744157 -4.956926 -0.308777  -0.002
55 H -2.327470 -3.262226 0.035207  -0.011
56 H -1.853110 -5.694435 1.785660  0.000
57 H -0.885494 -2.907383 2.489204  -0.001
58 H -0.674829 -4.408558 3.414465  -0.005
59 H -2.284551 -3.707956 3.195676  0.000
60 H -0.595753 -7.072789 0.898351  0.001
61 H 1.505043 -7.806441 -0.155852  0.008
62 H 3.155581 -6.111188 -0.872384  0.002
63 H 3.915846 -4.148202 -1.015493  0.000
64 H 1.677153 -2.380688 -2.037109  0.001
65 H 2.537986 -3.636744 -2.895873  -0.002
66 H 3.396069 -2.155188 -2.467889  -0.001
67 H 2.700872 -1.858442 0.559254  -0.019
68 H 4.344446 -1.910381 -0.120316  0.000
69 H 3.863189 -3.038359 1.151429  -0.004
70 N -2.514893 -5.149430 -4.155660  0.000
71 C -2.114273 -4.085409 -3.995356  -0.002
72 C -1.612610 -2.753696 -3.795195  -0.005
73 C -1.801323 -1.754789 -4.744154  0.001
74 C -1.276586 -0.501338 -4.485273  0.003
75 C -0.614959 -0.292562 -3.286881  0.017
76 N -0.437947 -1.243840 -2.368244  0.047
77 C -0.919739 -2.456386 -2.626660  -0.021
78 H -2.346011 -1.961799 -5.655326  0.000
79 H -1.388873 0.309683 -5.191297  0.000
80 H -0.226912 0.691811 -3.046782  -0.001
81 H -0.754810 -3.222086 -1.878348  -0.005
82 C -2.817941 -0.409011 1.388769  -0.008
83 O -1.818965 -1.346175 1.063888  0.169
84 H -2.414522 0.512784 1.822398  0.007
85 H -3.484492 -0.868701 2.124095  -0.002
86 H -3.411361 -0.130771 0.512324  0.015

Forces on atoms 1 to 2 (eV/Å):
0.209 0.300 0.143
-0.076 -0.034 -0.031

=====

Record 3
Computed, not measured: one molecule with the formula C5H12BNO2, with the ωB97M-V functional and the def2-TZVPD basis.

* LUMO level (spin up / spin down): 0.7 / 0.7 eV
* relative energy (zero: lowest compared OMol25 entry of this formula, charge and spin): 139.5 kcal/mol
* net charge: 0
* max |F|: 0.0875 hartree/bohr
* HOMO-LUMO gap (spin up / spin down): 7.334 / 7.337 eV
* E_HOMO (spin up / spin down): -6.7 / -6.7 eV
* spin multiplicity: 1

Each line ends with the Mulliken charge.
Cartesian coordinates (Å):
1 B -1.103782 1.207058 0.420595  0.108
2 C 0.481413 -0.282409 1.751619  -0.663
3 C -1.051322 0.266721 1.730530  -0.815
4 C 1.861119 0.149678 -1.737701  -0.963
5 C -0.854256 -1.166288 -1.290384  -0.382
6 C 1.111978 0.216403 0.539992  -0.239
7 N 1.374223 -0.530179 -0.598257  0.066
8 O -2.216907 2.124657 0.262177  -0.562
9 O 0.412788 -1.581043 -0.748000  -0.308
10 H 0.379793 -1.370344 1.629759  0.218
11 H 0.949706 -0.022362 2.669960  0.429
12 H -1.131578 0.897550 2.617883  0.369
13 H -1.767230 -0.600960 1.749334  0.346
14 H 2.882224 0.311363 -1.531595  0.377
15 H 1.795859 -0.318974 -2.662452  0.349
16 H 1.236041 1.161852 -1.856840  0.260
17 H -1.128953 -0.165838 -0.919417  0.118
18 H -1.508819 -1.826663 -0.843692  0.322
19 H -0.725394 -1.264506 -2.473761  0.223
20 H 1.778840 1.089211 0.425556  0.448
21 H -2.775743 1.705074 0.864693  0.299

Forces on atoms 1 to 2 (eV/Å):
0.484 1.288 0.653
-2.905 -1.207 -0.608

=====

Record 4
Computed, not measured: one molecule with the formula C5H13NOS, with the ωB97M-V functional and the def2-TZVPD basis.

* LUMO level: 0.8 eV
* relative energy (zero: lowest compared OMol25 entry of this formula, charge and spin): 37.0 kcal/mol
* net charge: 0
* max |F|: 0.0607 hartree/bohr
* HOMO-LUMO gap: 9.668 eV
* SMILES: CN[C@H](CO)CCS
* E_HOMO: -8.8 eV
* spin multiplicity: 1

Each line ends with the Mulliken charge.
Cartesian coordinates (Å):
1 C -0.664127 -1.688949 1.708437  -0.958
2 N 0.063427 -0.957529 0.638438  -0.276
3 C -0.457789 0.330996 0.094135  0.059
4 C -1.634292 0.233188 -0.931425  -0.709
5 O -2.784653 -0.426390 -0.339864  -0.530
6 C 0.727964 0.939906 -0.728146  -1.127
7 C 2.021030 0.946150 0.036711  -0.439
8 S 3.433182 1.307654 -1.086851  -0.275
9 H -0.156371 -2.651738 1.726275  0.335
10 H -0.483331 -1.196657 2.660031  0.286
11 H -1.742412 -1.795330 1.634099  0.331
12 H 0.096734 -1.598983 -0.150411  0.266
13 H -0.779049 0.986463 0.911535  0.350
14 H -2.073311 1.154447 -1.292536  0.377
15 H -1.369923 -0.494387 -1.695774  0.356
16 H -2.514751 -1.227416 0.091570  0.289
17 H 0.716348 0.327039 -1.635555  0.440
18 H 0.423014 1.951951 -1.022136  0.484
19 H 2.178669 1.755180 0.764172  0.293
20 H 2.243987 0.041531 0.591973  0.332
21 H 2.755655 2.062876 -1.974679  0.115

Forces on atoms 1 to 2 (eV/Å):
1.002 0.697 -0.180
-1.639 0.044 -0.488

=====

no.,molecular weight (g mol⁻¹)
1,620.35
2,775.80
3,128.97
4,135.23